[1]
58
Properties=species:S:1:pos:R:3 method="wB97M-V/def2-TZVPD" relative_energy_kcal_mol=449.35 smiles="C[C@@H]1CCCC[C@@H]1NC(=O)C1CCN(S(=O)(=O)c2ccc(-n3cnnn3)cc2)CC1" total_energy_ev=-47092.4023 lumo_energy_ev=-0.21 orbital_gap_ev=8.4
C -1.23287 1.18326 -1.12632
C -0.68873 1.39338 -2.44009
C -1.24179 0.65806 -3.64968
C -0.34566 0.78647 -4.96494
C 0.74053 -0.03014 -4.82973
C 1.55388 0.62873 -3.72023
C 0.78638 0.53598 -2.46629
N 0.67241 -0.58999 -1.76565
C 1.25222 -1.19804 -0.59059
O 1.53475 -0.29015 0.18209
C 1.18994 -2.55553 -0.35117
C 1.82027 -2.88984 1.05610
C 1.22204 -2.33914 2.19150
N -0.35270 -2.81039 2.30966
S -0.88964 -2.19210 3.63208
O -0.30381 -2.59416 4.70383
O -2.21914 -2.58542 3.47526
C -0.81249 -0.48177 3.47514
C 0.48100 0.21810 3.84251
C 0.29696 1.39556 3.46201
C -0.45027 2.19647 2.86899
N -0.25516 3.44394 2.34281
C 0.56787 4.52147 2.72921
N 0.52897 5.52021 2.07502
N -0.51436 5.42361 1.22987
N -0.92355 4.19919 1.37496
C -1.64211 1.80077 2.49814
C -1.86935 0.14159 2.77517
C -0.98324 -2.32281 1.03208
C -0.30648 -3.07002 -0.29883
H -0.74495 1.58927 -0.23004
H -2.27042 1.63584 -1.15949
H -1.60399 0.18758 -0.86140
H -0.29848 2.29997 -2.83648
H -2.05398 0.94872 -3.70551
H -1.55697 -0.42371 -3.38890
H -0.98918 0.20547 -5.63453
H -0.29038 1.71804 -5.07139
H 1.36923 0.03893 -5.71277
H 0.62073 -1.19761 -4.44950
H 1.81712 1.71644 -3.85453
H 2.64071 -0.03212 -3.62991
H 1.37432 1.10499 -1.55862
H 0.51643 -1.48369 -2.58846
H 1.38827 -3.24908 -1.17384
H 2.85283 -2.64470 1.04427
H 1.75259 -4.01957 1.22272
H 1.51049 -2.84752 2.98959
H 1.29501 -1.30557 2.33502
H 1.28323 -0.32764 4.49793
H 1.27852 2.02522 3.82212
H 1.45486 4.16503 3.53619
H -2.29092 2.21373 1.92135
H -2.63696 -0.14347 2.47532
H -2.00591 -2.50330 1.14121
H -0.92724 -1.04580 0.90584
H -0.85111 -2.63540 -0.92883
H -0.24969 -4.08730 -0.16030

---

[2]
52
Properties=species:S:1:pos:R:3 method="wB97M-V/def2-TZVPD" relative_energy_kcal_mol=4.31 charge=-1 total_energy_ev=-67818.9815 lumo_energy_ev="2.38 / 2.38" orbital_gap_ev="5.6 / 6.4" spin_multiplicity=3
O 0.24948 -0.05890 -2.95737
C 0.36780 1.26341 -3.56608
C 0.40650 0.73989 -4.99794
H 1.29914 1.74027 -3.23595
H -0.49929 1.93274 -3.39363
C 0.36738 -0.64026 -4.27901
H 1.32061 1.02855 -5.52542
H -0.50353 1.00234 -5.54618
C 1.64457 -1.43171 -4.48267
H 2.55023 -0.85363 -4.26949
H 1.68141 -1.76380 -5.52797
H 1.65298 -2.32905 -3.85865
C -0.86461 -1.45635 -4.56886
H -1.76343 -0.87950 -4.33580
H -0.86479 -2.34226 -3.93041
H -0.86477 -1.76806 -5.61784
Ni -0.15667 -0.48123 3.89096
C -2.18815 -0.69629 4.15657
C -1.76269 0.70327 3.95893
C -1.94848 1.00967 2.56566
H -1.69517 1.43667 4.76080
C -2.37961 -0.16735 1.90710
C -2.55108 -1.19739 2.86840
H -2.99945 -2.16480 2.64169
H -2.38610 -1.18782 5.11741
H -1.87630 2.00024 2.13360
H -2.64067 -0.25493 0.85762
C 1.33142 -1.74065 4.15443
C 0.34262 -2.31786 3.25093
C 0.65904 -1.86945 1.92035
H -0.39799 -3.06756 3.50707
C 1.79830 -1.01857 1.99336
C 2.18006 -0.88046 3.35284
H 3.04386 -0.33578 3.72033
H 1.49509 -2.04774 5.18404
H 0.19241 -2.21577 0.99764
H 2.32002 -0.62785 1.14221
O 1.31045 0.64330 -0.75850
C -0.08811 0.34425 -0.43481
C -0.92155 1.60747 -0.74581
H -0.15280 0.15081 0.65820
H -0.46257 -0.55782 -0.93085
C 0.14001 2.71590 -0.57184
H -1.76329 1.70664 -0.05279
H -1.34097 1.51427 -1.76516
C 1.44312 1.97949 -0.18484
H -0.10818 3.47705 0.16914
H 0.37915 3.21503 -1.51344
H 1.48920 1.93687 0.93028
H 2.34787 2.52193 -0.50626
N 0.73653 1.10293 6.36206
C 0.43105 0.57986 5.35596

---

[3]
53
Properties=species:S:1:pos:R:3 method="wB97M-V/def2-TZVPD" relative_energy_kcal_mol=0.00 charge=+1 total_energy_ev=-40067.9215 lumo_energy_ev="-2.87 / -6.12" orbital_gap_ev="6.4 / 5.6" spin_multiplicity=5
O -0.59529 -0.30236 -0.97465
C -0.82960 0.90041 -1.88283
C -0.27767 0.19668 -3.11565
H -0.23499 1.75302 -1.55441
H -1.90399 1.13871 -1.94395
C -0.13875 -1.02865 -2.17815
H 0.69017 0.57656 -3.44293
H -0.98805 0.05724 -3.91177
C 1.28974 -1.47656 -2.02434
H 1.86878 -0.71469 -1.48409
H 1.74297 -1.65661 -3.01742
H 1.31724 -2.41840 -1.45981
C -1.10997 -2.14434 -2.54696
H -2.08795 -1.71947 -2.79941
H -1.24161 -2.84529 -1.70798
H -0.72598 -2.69684 -3.42156
Os -0.86119 -1.12989 1.44194
C -2.51135 -1.64989 2.56938
C -2.44320 -0.23037 2.56866
C -2.56203 0.21171 1.21406
H -2.32495 0.38700 3.45607
C -2.78916 -0.93386 0.39734
C -2.68172 -2.09435 1.20055
H -2.72721 -3.10606 0.80859
H -2.46985 -2.27686 3.45552
H -2.55629 1.23960 0.88307
H -3.05138 -0.95420 -0.66147
C 0.24294 -2.16950 3.05325
C -0.38150 -3.07329 2.12265
C 0.32927 -3.02216 0.88379
H -1.18526 -3.77490 2.34356
C 1.55533 -2.30631 1.14960
C 1.49303 -1.77619 2.45612
H 2.26091 -1.20199 2.97433
H -0.07559 -1.98498 4.07435
H 0.09574 -3.60137 -0.00623
H 2.39101 -2.23057 0.46158
O 2.42313 2.31460 -1.34409
C 1.72739 2.16365 -0.08372
C 0.82587 3.38797 0.19281
H 2.46808 2.05951 0.75298
H 1.08692 1.25606 -0.13224
C 1.32816 4.42938 -0.82791
H 0.91529 3.70121 1.24491
H -0.22295 3.10562 0.01332
C 2.37107 3.70915 -1.69605
H 1.77456 5.27213 -0.30022
H 0.51163 4.82336 -1.43283
H 3.37455 4.13382 -1.56008
H 2.15903 3.78151 -2.77353
S 1.75171 2.00014 3.81539
C 0.83458 1.20426 2.81710
N 0.14839 0.71666 1.93336

---

[4]
53
Properties=species:S:1:pos:R:3 method="wB97M-V/def2-TZVPD" relative_energy_kcal_mol=3.71 total_energy_ev=-40188.9916 lumo_energy_ev="0.55 / -2.34" orbital_gap_ev="7.0 / 5.8" spin_multiplicity=6
O 0.40169 0.18994 -3.44259
C 0.39732 1.46845 -4.13542
C 0.32473 0.84339 -5.52161
H 1.33375 2.00769 -3.93840
H -0.47466 2.08047 -3.86948
C 0.38649 -0.49126 -4.73188
H 1.19497 1.06071 -6.14604
H -0.62024 0.99173 -6.05357
C 1.66350 -1.27202 -4.99753
H 2.55175 -0.65438 -4.82154
H 1.68609 -1.59291 -6.04744
H 1.69534 -2.17059 -4.37080
C -0.85362 -1.35240 -4.87566
H -1.75389 -0.78546 -4.60982
H -0.76166 -2.23282 -4.23014
H -0.96121 -1.69918 -5.91058
Ru -0.37770 -0.37134 3.32937
C -2.31104 -0.76541 4.20535
C -2.24687 0.65540 4.40158
C -2.26817 1.28013 3.11991
H -2.20939 1.14848 5.36157
C -2.34022 0.27370 2.12775
C -2.29475 -1.00956 2.77392
H -2.34067 -1.97988 2.30321
H -2.47471 -1.51679 4.96560
H -2.22909 2.35426 2.94209
H -2.47604 0.42438 1.06021
C 1.26225 -2.04509 4.55674
C 0.14813 -2.44418 3.72644
C 0.44977 -1.99452 2.36704
H -0.65372 -3.11014 3.99910
C 1.67179 -1.22808 2.43950
C 2.16793 -1.30816 3.76872
H 3.10752 -0.88007 4.11173
H 1.35961 -2.28749 5.60963
H -0.07746 -2.29016 1.46646
H 2.16498 -0.76092 1.58166
O 1.67661 0.78959 -1.07917
C 0.37767 0.13825 -0.92783
C -0.71824 1.20856 -1.02863
H 0.34163 -0.28126 0.10309
H 0.27385 -0.69312 -1.63820
C 0.05399 2.53676 -1.05980
H -1.33461 1.15600 -0.12848
H -1.37143 1.09746 -1.89459
C 1.43171 2.12730 -0.55789
H -0.42848 3.32272 -0.48216
H 0.12282 2.87034 -2.09790
H 1.39881 2.08750 0.54817
H 2.21168 2.83245 -0.87638
S 0.66619 1.25387 4.77734
C 0.53901 0.67468 6.34817
N 0.51628 0.34300 7.47918

---

[5]
53
Properties=species:S:1:pos:R:3 method="wB97M-V/def2-TZVPD" relative_energy_kcal_mol=60.25 charge=+1 total_energy_ev=-60720.4012 lumo_energy_ev="-3.34 / -3.23" orbital_gap_ev="7.0 / 6.8"
O -0.22345 -0.34557 -2.23227
C 1.07976 -0.83291 -2.82449
C 0.93579 0.11628 -3.98717
H 0.97876 -1.88928 -3.09754
H 1.93592 -0.64417 -2.15739
C -0.49270 0.41947 -3.47488
H 0.93531 -0.37963 -4.97102
H 1.62445 0.96586 -3.96857
C -1.63590 -0.29940 -4.15570
H -1.53322 -1.38526 -4.05759
H -1.69924 -0.02168 -5.21510
H -2.57972 -0.01081 -3.67477
C -0.78439 1.88687 -3.31676
H 0.13454 2.46006 -3.21075
H -1.45494 2.09810 -2.47857
H -1.28591 2.21472 -4.23390
Ti 0.09467 0.39677 -0.34158
C 0.83507 2.02920 0.98083
C 1.89447 1.06349 0.90653
C 2.36715 1.02193 -0.43631
H 2.35485 0.54540 1.74733
C 1.59053 1.94693 -1.20963
C 0.62414 2.56094 -0.34048
H -0.07281 3.34201 -0.62567
H 0.34503 2.38327 1.88502
H 3.23059 0.45232 -0.79370
H 1.83578 2.27322 -2.21513
C -1.58191 -0.65016 1.25071
C -1.70013 0.78352 0.83167
C -2.21057 0.80900 -0.48358
H -1.65069 1.61422 1.53138
C -2.50964 -0.55737 -0.88522
C -2.16889 -1.42212 0.12893
H -2.32304 -2.49666 0.18568
H -1.77686 -0.92181 2.29375
H -2.54868 1.70183 -1.01007
H -3.04038 -0.82134 -1.79587
O 0.19611 -1.12826 -6.10352
C -0.16394 -0.15804 -7.14124
C 0.31052 -0.67708 -8.50480
H 0.31101 0.81368 -6.90798
H -1.25232 0.01281 -7.12854
C 1.21753 -1.87945 -8.19284
H 0.83840 0.09825 -9.06801
H -0.55498 -0.98498 -9.09897
C 1.12952 -2.09777 -6.67726
H 2.24425 -1.67416 -8.50360
H 0.88518 -2.77716 -8.71602
H 2.11320 -1.94456 -6.20759
H 0.79081 -3.10902 -6.41516
S 1.54779 -2.34596 3.15614
C 0.70240 -1.58651 2.09207
N 0.16100 -0.96934 1.17861

---

[6]
54
Properties=species:S:1:pos:R:3 method="wB97M-V/def2-TZVPD" relative_energy_kcal_mol=15.04 total_energy_ev=-41358.1190 lumo_energy_ev="-0.01 / -1.43" orbital_gap_ev="5.9 / 5.5" spin_multiplicity=3
C -2.53998 0.26647 -3.72801
C -2.16301 -0.83678 -2.96674
C -1.45527 -0.70100 -1.75728
C -1.06915 0.60395 -1.33075
C -1.30596 1.66183 -2.21325
C -2.08511 1.52839 -3.35703
C -1.29055 -1.97672 -0.97808
C -0.32821 -3.12164 -1.37513
N 0.98768 -2.85372 -1.85558
Pt -0.42916 1.27425 0.60054
C -0.81448 3.03843 -1.90610
P 0.50385 2.86163 -0.62346
H -2.50550 -1.84563 -3.24303
H -2.32275 2.42810 -3.92269
H -3.21163 0.13984 -4.57885
H -1.62174 3.66706 -1.49954
H -0.39767 3.55096 -2.78532
H -1.04538 -1.68228 0.03867
H -2.29018 -2.45656 -0.94967
H -0.18621 -3.73672 -0.46340
C 1.11838 4.47470 -0.11609
C 1.83299 2.19066 -1.66823
H -0.86799 -3.72218 -2.14886
C 1.17636 -2.31841 -3.16920
C 2.15589 -3.09084 -1.04582
H 1.35912 1.12530 0.98015
H 1.71321 -3.05381 -3.80487
H 0.18887 -2.08721 -3.60507
H 1.79282 -1.39545 -3.12412
H 2.63726 -4.05736 -1.30362
H 2.90778 -2.30215 -1.21209
H 1.90206 -3.09055 0.02421
H 2.09663 2.91864 -2.44655
H 2.71180 1.96096 -1.05726
H 1.51066 1.27387 -2.16638
H 1.10886 5.20918 -0.94020
H 0.50481 4.86512 0.70565
H 2.12913 4.35308 0.30346
H 1.15057 0.44864 0.59434
O -0.45391 1.54904 2.97961
C -0.36054 0.55523 3.94022
C -0.10339 0.87565 5.27302
C 0.02997 -0.15450 6.19878
C 0.00586 -1.50540 5.78762
C -0.18753 -1.81161 4.44012
C -0.45727 -0.77004 3.53356
C -0.59945 -1.10283 2.09735
O -0.02181 -2.11155 1.67164
O -1.40037 -0.30103 1.42160
H -0.16591 2.40264 3.37994
H 0.00700 1.92077 5.56207
H 0.18077 0.08949 7.25342
H 0.13008 -2.31615 6.51112
H -0.16228 -2.83175 4.04511

---

[7]
64
Properties=species:S:1:pos:R:3 method="wB97M-V/def2-TZVPD" relative_energy_kcal_mol=39.34 charge=-1 total_energy_ev=-245233.2440 lumo_energy_ev="2.32 / 1.12" orbital_gap_ev="5.9 / 4.7" spin_multiplicity=2
Al -0.56050 -0.27102 -1.33094
C 4.71383 2.69510 -0.92791
C 3.97818 1.51362 -0.42067
C 4.34093 0.13519 -0.69226
C 3.35720 -0.51202 -0.01922
N 2.53741 0.36743 0.58997
N 2.99503 1.63872 0.45007
B 1.30603 0.02395 1.43684
N 0.83830 -1.38329 1.02879
C 0.89314 -2.50610 1.78305
C 0.27521 -3.52160 1.07702
C -0.19058 -2.90770 -0.09077
C -1.12342 -3.45184 -1.08869
N 0.13094 -1.61626 -0.08974
N 0.17303 1.10596 1.20099
C -0.07539 2.11667 2.02359
C -1.08341 2.90138 1.42129
C -1.45202 2.22758 0.28318
C -2.52522 2.54599 -0.67423
N -0.61573 1.18813 0.10631
N 1.51967 -0.06260 2.97682
C 2.67047 -0.23172 3.62323
C 2.50486 -0.34612 4.97056
C 1.11068 -0.27890 5.07895
C 0.27694 -0.32838 6.32134
N 0.50930 -0.16156 3.90846
H 5.62457 3.02128 -0.42359
H 4.94504 2.68138 -2.01239
H 4.05384 3.62124 -0.73211
H 5.08219 -0.41977 -1.24770
H 3.21280 -1.60323 0.03672
H 1.48618 -2.51581 2.62471
H 0.03495 -4.54473 1.38365
H -1.78937 -2.64947 -1.36762
H -0.52324 -3.62337 -1.97369
H -1.65581 -4.34654 -0.81076
H 0.41688 2.09333 2.99752
H -1.40188 3.89118 1.80481
H -2.97516 1.64287 -0.86273
H -3.28626 3.16877 -0.15537
H -2.18272 2.92841 -1.62641
H 3.53041 -0.25622 3.02513
H 3.19744 -0.47342 5.78297
H 0.54776 0.63003 6.89725
H -0.76981 -0.19243 6.03413
H 0.34485 -1.15822 6.99241
Se 1.59854 0.52964 -2.53093
Se 0.52503 1.34468 -4.43975
Te 0.26781 3.80316 -3.98354
Se 1.56201 4.19110 -2.12165
C -3.59390 0.43953 -3.54753
C -3.17743 -0.90772 -2.95756
C -4.36560 -1.53343 -2.29334
C -2.70533 -1.66307 -4.23794
N -1.99166 -0.84932 -2.17108
H -4.08748 0.25798 -4.48531
H -2.72749 1.11862 -3.66270
H -4.24172 0.95692 -2.79967
H -5.17655 -1.67901 -2.98203
H -4.66580 -0.84467 -1.48246
H -4.08886 -2.49055 -1.87647
H -3.43140 -1.86619 -5.02074
H -2.14829 -2.56558 -3.99741
H -1.94945 -1.01798 -4.72280

---

[8]
77
Properties=species:S:1:pos:R:3 method="wB97M-V/def2-TZVPD" smiles="N[C@H](OCOB(O)O)[C@@H](N)CCF.O=C1OC[C@@H](F)O1.O=C1OC[C@@H](F)O1.O=C1OC[C@@H](F)O1.O=C1OC[C@@H](F)O1.O=C1OC[C@@H](F)O1" total_energy_ev=-80078.0319 lumo_energy_ev=0.07 orbital_gap_ev=9.8
N 2.57042 0.20127 -1.26285
C 1.22658 0.15323 -0.74118
O 0.87204 1.52869 -0.62005
C -0.43702 1.81490 -0.19957
O -0.41024 2.88289 0.70292
B 0.73847 3.19441 1.41778
O 1.80922 3.85138 0.81287
O 0.82368 2.98825 2.76685
C 1.10361 -0.62583 0.59352
N 0.07574 -1.66333 0.42736
C 2.39004 -1.29749 1.06232
C 3.36843 -0.30712 1.66553
F 4.67398 -0.78864 1.54571
H 2.65754 0.99582 -1.88400
H 2.77710 -0.63515 -1.79150
H 0.54494 -0.34041 -1.45336
H -0.89127 0.94207 0.28127
H -1.05065 2.12082 -1.05009
H 2.47624 3.17390 0.62889
H 0.34368 2.21600 3.08390
H 0.80923 0.08547 1.38375
H -0.07221 -2.11179 1.32619
H -0.82042 -1.23708 0.21759
H 2.10706 -2.01947 1.83274
H 2.87020 -1.86342 0.26560
H 3.17816 -0.16326 2.73125
H 3.32486 0.65917 1.16590
O 9.27063 -3.67339 4.07750
C 8.86991 -2.71628 3.51026
O 7.94571 -2.72191 2.52338
C 7.60256 -1.36866 2.20786
C 8.82272 -0.61603 2.70096
F 8.51530 0.60806 3.19362
O 9.28585 -1.43914 3.75104
H 6.71720 -1.07412 2.76953
H 7.41142 -1.26760 1.14457
H 9.62032 -0.50093 1.96435
O 3.02078 1.38639 -4.20988
C 1.98552 1.00670 -4.64097
O 1.35297 1.51419 -5.71818
C 0.20922 0.70530 -6.00281
C -0.04695 0.04128 -4.66316
F -0.52605 -1.21778 -4.78768
O 1.24987 -0.00762 -4.09899
H 0.46731 -0.04570 -6.75097
H -0.60740 1.32643 -6.35642
H -0.70417 0.60075 -3.99419
O -2.92877 -1.87326 2.93505
C -3.23140 -2.62391 2.06933
O -2.66326 -2.63522 0.83807
C -3.15179 -3.77258 0.11943
C -4.45617 -4.05482 0.84137
F -4.74071 -5.37646 0.89927
O -4.18241 -3.58235 2.15242
H -2.45709 -4.60522 0.23930
H -3.26941 -3.53034 -0.93190
H -5.31853 -3.52218 0.44286
O -7.39985 -2.88702 -0.58516
C -8.01939 -2.89582 0.42623
O -9.36046 -2.96829 0.52647
C -9.70573 -3.11885 1.90762
C -8.47832 -2.56078 2.60686
F -8.20172 -3.20332 3.76046
O -7.45638 -2.82669 1.66241
H -9.82028 -4.17839 2.14042
H -10.62457 -2.58307 2.12243
H -8.50890 -1.48723 2.79998
O -1.36095 8.41164 -2.49663
C -0.92542 7.35655 -2.18764
O -0.31644 7.06913 -1.01783
C -0.08354 5.65609 -0.95430
C -0.09881 5.27722 -2.42041
F -0.62166 4.03760 -2.63808
O -0.95740 6.24380 -2.98322
H -0.90828 5.17399 -0.42828
H 0.85417 5.43548 -0.45819
H 0.87136 5.32907 -2.91752